#w
The following is a DFT calculation (ωB97M-V/def2-TZVPD) of a cluster of 7 separate species, C16H34N2O22S5 in total.

Summary:
- Lowest unoccupied orbital energy: -0.0036 hartree
- SMILES: O=S1(=O)OCCO1.O=S1(=O)OCCO1.O=S1(=O)OCCO1.O=S1(=O)OCCO1.O=S1(=O)OCCO1.CNC(C)=O.CNC(C)=O
- HOMO level: -9.46 eV
- Orbital gap: 9.3655 eV

```
! wB97M-V def2-TZVPD RIJCOSX def2/J DEFGRID3
* xyz 0 1
O 6.23 4.18 0.82
S 5.59 4.26 -0.46
O 5.46 5.49 -1.16
O 6.09 3.02 -1.36
C 5.05 2.64 -2.24
C 3.78 2.71 -1.34
O 4.12 3.60 -0.30
H 5.00 3.27 -3.13
H 5.31 1.63 -2.57
H 3.50 1.69 -1.07
H 2.90 3.03 -1.89
O -2.78 0.99 -1.69
S -1.81 0.24 -0.92
O -2.23 -0.08 0.42
O -1.25 -1.10 -1.70
C 0.09 -1.34 -1.30
C 0.69 -0.04 -0.78
O -0.36 0.95 -0.89
H 0.02 -2.09 -0.51
H 0.58 -1.77 -2.17
H 1.70 0.22 -1.07
H 0.80 -0.07 0.31
O 2.81 -1.45 -3.04
S 4.23 -1.69 -3.01
O 5.16 -0.74 -2.50
O 4.33 -3.08 -2.15
C 5.61 -3.67 -2.44
C 5.87 -3.34 -3.93
O 4.86 -2.40 -4.35
H 6.32 -3.18 -1.76
H 5.42 -4.70 -2.17
H 5.92 -4.24 -4.54
H 6.79 -2.77 -3.99
O -4.28 5.49 3.60
S -4.05 4.11 3.31
O -4.03 3.13 4.36
O -5.09 3.54 2.17
C -4.46 3.41 0.89
C -3.06 3.04 1.30
O -2.74 3.92 2.38
H -5.04 2.66 0.36
H -4.45 4.36 0.34
H -2.33 3.18 0.50
H -2.91 2.02 1.67
O -2.57 -4.52 1.06
S -3.64 -4.36 0.12
O -4.67 -5.35 0.00
O -4.39 -2.92 0.22
C -4.99 -2.66 -1.05
C -3.93 -3.07 -2.02
O -3.05 -4.01 -1.39
H -5.95 -3.19 -1.10
H -5.30 -1.62 -1.04
H -3.29 -2.26 -2.37
H -4.27 -3.49 -2.97
C -8.37 -2.00 1.97
N -6.98 -1.63 2.16
C -6.46 -0.51 1.63
C -5.01 -0.16 1.90
O -7.12 0.14 0.82
H -9.05 -1.21 2.30
H -8.66 -2.93 2.45
H -8.54 -2.07 0.90
H -6.51 -2.12 2.90
H -4.58 0.12 0.95
H -4.41 -0.91 2.40
H -5.08 0.73 2.54
C 5.97 1.49 3.36
N 4.65 1.09 2.93
C 4.29 0.66 1.70
C 5.41 0.38 0.72
O 3.12 0.48 1.41
H 6.48 2.23 2.74
H 6.64 0.63 3.43
H 5.86 1.89 4.36
H 3.88 1.24 3.56
H 5.14 -0.54 0.20
H 6.40 0.22 1.15
H 5.62 1.21 0.04
*
```

Results of the Löwdin charge analysis, in e, for atoms 1 through 6: O -0.219; S 0.645; O -0.206; O -0.213; C -0.164; C -0.168


#x
The following is a DFT calculation (ωB97M-V/def2-TZVPD) of a structure of composition C16H34N2O22S5.

Summary:
- Lowest unoccupied orbital energy: -0.0001 hartree
- HOMO level: -10.16 eV
- Orbital gap: 10.1559 eV

```
! wB97M-V def2-TZVPD RIJCOSX def2/J DEFGRID3
* xyz 0 1
C -4.09 -1.63 0.13
C -3.40 -0.69 1.08
O -2.31 -0.95 1.57
N -4.02 0.50 1.32
C -3.32 1.49 2.13
H -4.32 -2.59 0.59
H -3.43 -1.81 -0.72
H -5.01 -1.21 -0.28
H -5.01 0.61 1.21
H -2.26 1.42 1.91
H -3.50 1.30 3.20
H -3.74 2.48 1.98
C -2.53 -0.05 -2.99
C -1.20 0.05 -2.27
O -0.16 -0.33 -2.79
N -1.24 0.62 -1.05
C -0.09 0.67 -0.18
H -2.44 0.49 -3.93
H -3.34 0.37 -2.40
H -2.76 -1.09 -3.19
H -2.07 1.08 -0.72
H 0.55 -0.19 -0.39
H -0.36 0.56 0.86
H 0.54 1.55 -0.28
C 4.02 -1.90 3.16
C 4.35 -3.15 2.35
O 3.60 -3.00 1.11
S 2.82 -1.62 1.05
O 1.48 -1.84 1.47
O 3.06 -0.96 -0.18
O 3.69 -0.92 2.17
H 4.82 -1.49 3.75
H 3.14 -2.05 3.79
H 3.93 -4.05 2.80
H 5.38 -3.30 2.04
C 2.44 -0.01 -4.42
C 2.97 -0.48 -3.07
O 4.30 0.09 -3.07
S 4.93 -0.16 -4.50
O 5.47 -1.48 -4.57
O 5.71 0.94 -4.87
O 3.55 -0.12 -5.32
H 2.09 1.02 -4.36
H 1.57 -0.58 -4.75
H 3.08 -1.57 -3.08
H 2.38 -0.07 -2.26
C 0.01 1.11 4.93
C 0.12 0.22 3.67
O 1.38 0.53 3.08
S 2.17 1.63 3.91
O 2.70 2.60 3.04
O 3.03 0.98 4.84
O 0.89 2.21 4.64
H 0.37 0.58 5.81
H -0.97 1.55 5.02
H -0.67 0.43 2.95
H 0.06 -0.84 3.94
C -0.63 -3.07 -0.40
C -0.23 -3.33 -1.86
O -1.44 -3.74 -2.52
S -2.42 -4.44 -1.49
O -2.09 -5.82 -1.40
O -3.75 -4.07 -1.78
O -1.93 -3.66 -0.21
H -0.74 -2.01 -0.18
H 0.05 -3.46 0.35
H 0.53 -4.10 -1.99
H 0.11 -2.41 -2.33
C -2.04 4.58 -1.52
C -0.98 5.61 -1.20
O -0.26 5.08 -0.09
S -1.27 4.33 0.88
O -1.94 5.28 1.68
O -0.69 3.20 1.48
O -2.24 3.84 -0.29
H -1.72 3.86 -2.27
H -3.02 4.98 -1.77
H -1.37 6.59 -0.92
H -0.31 5.77 -2.05
*
```

Results of the Löwdin charge analysis, in e, for atoms 1 through 6: C 0.004; C -0.532; O 0.042; N 0.019; C -0.067; H 0.093


#x (0.0693 hartree below the next structure)


#w
The following is a DFT calculation (ωB97M-V/def2-TZVPD) of a cluster of 11 separate species, H22O11 in total.

Summary:
- Lowest unoccupied orbital energy (alpha / beta): -0.1274 / -0.3567 hartree
- HOMO level (alpha / beta): -13.74 / -13.74 eV
- <S²>: 0.756
- Orbital gap (alpha / beta): 10.2737 / 4.0352 eV

```
! wB97M-V def2-TZVPD RIJCOSX def2/J DEFGRID3
* xyz 1 2
O -0.79 -0.77 -2.77
H -0.15 -0.36 -2.20
H -1.64 -0.45 -2.46
O 2.81 -1.06 -2.25
H 2.25 -0.95 -1.48
H 3.27 -1.89 -2.10
O 1.16 -0.09 3.20
H 1.51 0.40 2.46
H 1.76 -0.83 3.31
O 4.57 0.87 1.18
H 3.71 1.14 0.87
H 5.05 0.61 0.39
O -0.28 -2.29 1.15
H 0.09 -1.47 0.82
H -1.02 -2.02 1.69
O -1.24 1.64 0.84
H -0.68 2.42 0.76
H -1.56 1.67 1.74
O -3.08 1.17 -1.42
H -3.49 1.91 -1.87
H -2.38 1.56 -0.91
O -2.23 -2.72 -1.21
H -1.43 -2.18 -1.22
H -2.78 -2.32 -0.53
O 0.37 0.05 -0.46
H -0.38 0.43 0.00
H 1.13 0.49 -0.07
O 2.19 1.90 1.04
H 2.45 2.51 1.73
H 2.18 2.42 0.24
O -3.60 -0.88 0.05
H -3.23 -0.11 -0.39
H -4.55 -0.80 -0.11
*
```

Results of the natural (NBO) charge analysis, in e, for atoms 1 through 6: O -0.851; H 0.502; H 0.468; O -0.933; H 0.454; H 0.479


#x
The following is a DFT calculation (ωB97M-V/def2-TZVPD) of a cluster of 11 separate species, H22O11 in total.

Summary:
- Lowest unoccupied orbital energy (alpha / beta): -0.1288 / -0.4089 hartree
- HOMO level (alpha / beta): -14.07 / -13.53 eV
- <S²>: 0.756
- Orbital gap (alpha / beta): 10.5669 / 2.3994 eV

```
! wB97M-V def2-TZVPD RIJCOSX def2/J DEFGRID3
* xyz 1 2
O -1.19 2.18 0.73
H -1.40 1.59 1.37
H -1.16 1.91 -0.20
O -0.05 0.27 3.46
H -0.86 0.57 3.19
H 0.21 -0.59 3.77
O 3.92 -0.07 0.71
H 4.66 -0.11 1.18
H 3.44 0.62 1.24
O 1.01 -1.87 -1.78
H 0.78 -2.78 -2.04
H 1.87 -2.05 -1.24
O 1.80 2.61 3.12
H 1.27 2.18 2.41
H 1.51 2.30 4.02
O -0.71 1.27 -3.49
H -1.43 0.81 -3.89
H -1.14 2.11 -3.42
O -1.06 0.40 -1.01
H -0.30 0.18 -1.66
H -1.00 -0.49 -0.71
O 3.00 1.13 -3.92
H 3.56 1.67 -3.24
H 2.11 1.06 -3.40
O -1.18 -2.16 3.24
H -2.07 -2.20 3.04
H -0.99 -2.38 4.05
O -4.54 0.27 -2.00
H -3.60 -0.04 -1.95
H -4.39 1.10 -1.35
O -1.11 -3.24 -0.23
H -0.59 -3.44 0.58
H -0.37 -2.82 -0.58
*
```

Results of the natural (NBO) charge analysis, in e, for atoms 1 through 6: O -0.600; H 0.479; H 0.527; O -0.984; H 0.478; H 0.522


#w (0.1586 hartree below the next structure)